Entry 1:
Below is a structure of composition C10H18Cl6Mg2O4 in a non-equilibrium geometry, with properties calculated with ωB97M-V/def2-TZVPD.

Computed properties:
Strongest force on any atom: 1.61 eV Å⁻¹
HOMO energy: -14.43 eV
Relative energy (zero: lowest compared OMol25 entry of this formula, charge and spin): 14.9 kcal/mol
Total charge: +2
Gap between HOMO and LUMO: 4.56 eV

XYZ file:
```
40
C10H18Cl6Mg2O4 (ωB97M-V/def2-TZVPD)
Mg -2.312 3.375 -1.669
Mg 0.291 1.510 -3.046
C -3.484 1.092 -4.616
C -2.970 1.853 -3.474
O -3.703 2.620 -2.815
O -1.695 1.807 -3.140
H -2.967 0.134 -4.699
H -3.273 1.648 -5.531
H -4.552 0.943 -4.502
C -0.220 0.882 1.053
C -0.496 1.637 -0.177
O 0.349 1.551 -1.151
O -1.575 2.284 -0.292
H -0.934 1.146 1.829
H 0.784 1.098 1.420
H -0.326 -0.189 0.869
Cl 3.178 -0.495 2.750
C 2.032 -1.888 2.639
C 2.702 -3.169 3.037
Cl 3.751 -3.778 1.747
H 1.745 -1.926 1.592
H 1.189 -1.665 3.288
H 1.956 -3.927 3.271
H 3.309 -3.029 3.929
Cl -3.093 -4.905 1.112
C -3.307 -3.654 -0.139
C -2.346 -2.513 0.045
Cl -2.464 -1.769 1.642
H -4.347 -3.339 -0.126
H -3.102 -4.141 -1.091
H -2.534 -1.731 -0.694
H -1.330 -2.878 -0.116
Cl 1.985 3.958 0.467
C 3.154 2.568 0.397
C 4.274 2.758 1.407
Cl 5.588 1.658 0.942
H 3.561 2.531 -0.607
H 2.580 1.684 0.639
H 3.952 2.481 2.407
H 4.651 3.775 1.401
```



Entry 2:
Below is a cluster of 16 separate species, C68H177N9O25 in total in a non-equilibrium geometry, with properties calculated with ωB97M-V/def2-TZVPD.

Computed properties:
Strongest force on any atom: 3.43 eV Å⁻¹
HOMO energy: -8.18 eV
Relative energy (zero: lowest compared OMol25 entry of this formula, charge and spin): 194.9 kcal/mol
Gap between HOMO and LUMO: 8.35 eV

XYZ file:
```
279
C68H177N9O25 (ωB97M-V/def2-TZVPD)
C 5.736 4.919 6.290
C 4.490 4.364 5.610
O 4.790 3.273 4.835
H 5.552 5.795 6.912
H 6.584 5.057 5.620
H 5.988 4.223 7.091
H 4.062 5.068 4.896
H 3.839 4.193 6.467
H 3.903 2.990 4.605
C -3.058 6.020 9.781
C -4.052 6.940 10.503
O -3.785 6.961 11.880
H -3.308 5.972 8.721
H -3.167 5.080 10.323
H -2.088 6.500 9.905
H -5.099 6.676 10.353
H -3.865 7.942 10.117
H -4.424 6.502 12.429
C -8.243 -8.960 -8.182
C -7.869 -7.505 -7.995
O -6.415 -7.350 -8.057
H -9.286 -9.073 -8.479
H -8.006 -9.598 -7.331
H -7.607 -9.335 -8.984
H -8.288 -6.992 -7.129
H -8.419 -6.937 -8.745
H -6.187 -6.487 -7.704
C -5.372 -3.399 -0.974
C -6.008 -4.004 -2.227
O -5.298 -3.549 -3.385
H -5.455 -2.315 -1.049
H -4.297 -3.581 -0.945
H -5.999 -3.779 -0.167
H -7.008 -3.628 -2.446
H -5.804 -5.074 -2.184
H -5.221 -2.593 -3.333
C 6.063 6.335 -0.941
C 7.181 5.665 -0.070
O 6.933 4.280 0.050
H 5.284 5.618 -1.202
H 6.400 6.800 -1.867
H 5.647 7.133 -0.326
H 7.054 5.841 0.998
H 8.208 5.890 -0.355
H 6.457 4.191 0.879
C -1.306 -8.854 -1.852
C -0.575 -7.483 -1.995
O -0.291 -6.783 -0.737
H -1.816 -9.048 -2.795
H -2.108 -8.833 -1.113
H -0.576 -9.648 -1.692
H -1.364 -6.904 -2.474
H 0.223 -7.523 -2.737
H -0.088 -5.862 -0.917
C -5.219 3.455 -2.986
C -4.479 3.236 -4.348
O -4.402 1.857 -4.515
H -5.395 4.522 -2.853
H -4.585 3.180 -2.143
H -6.040 2.745 -2.893
H -3.430 3.504 -4.217
H -4.878 3.512 -5.324
H -3.768 1.587 -5.183
C 3.448 -4.948 7.745
O 3.454 -5.406 9.043
C 2.709 -6.615 9.246
C 2.851 -6.927 10.755
N 1.990 -6.098 11.570
C 2.397 -6.302 12.922
C 1.351 -5.712 13.921
O 1.292 -4.242 13.890
C 2.387 -3.560 14.519
H 4.098 -5.603 7.166
H 3.856 -3.937 7.705
H 2.412 -4.875 7.414
H 3.031 -7.390 8.551
H 1.700 -6.375 8.912
H 3.920 -6.714 10.778
H 2.603 -7.972 10.940
H 2.038 -5.091 11.512
H 3.376 -5.829 12.995
H 2.411 -7.363 13.171
H 1.493 -5.950 14.975
H 0.342 -6.099 13.784
H 3.274 -3.904 13.987
H 2.398 -3.789 15.585
H 2.150 -2.520 14.296
C -10.791 -1.467 -7.782
O -10.728 -0.145 -8.378
C -9.696 0.677 -7.932
C -9.268 1.548 -9.142
N -8.393 0.636 -9.952
C -8.144 1.241 -11.266
C -7.189 0.252 -12.006
O -7.850 -0.951 -12.451
C -7.718 -2.094 -11.594
H -11.357 -2.034 -8.521
H -11.362 -1.419 -6.855
H -9.809 -1.880 -7.554
H -8.787 0.236 -7.523
H -10.129 1.394 -7.234
H -8.645 2.328 -8.704
H -10.124 1.951 -9.683
H -8.983 -0.129 -10.249
H -7.562 2.155 -11.150
H -9.123 1.405 -11.718
H -6.294 0.086 -11.408
H -6.906 0.811 -12.898
H -8.424 -2.824 -11.993
H -7.945 -1.947 -10.538
H -6.709 -2.502 -11.653
C -9.275 4.320 4.219
O -9.132 4.920 5.556
C -10.085 4.380 6.472
C -11.615 4.857 6.319
N -11.903 6.100 7.046
C -11.106 7.331 6.780
C -10.962 7.958 5.369
O -12.129 8.647 4.955
C -13.031 8.085 4.006
H -8.294 4.208 3.758
H -9.918 4.997 3.657
H -9.573 3.282 4.370
H -9.724 4.618 7.472
H -10.072 3.292 6.417
H -12.231 4.057 6.729
H -11.983 4.830 5.294
H -12.865 6.272 6.792
H -10.171 7.237 7.333
H -11.564 8.112 7.386
H -10.607 7.305 4.572
H -10.117 8.632 5.508
H -12.556 7.971 3.031
H -13.970 8.627 3.889
H -13.397 7.100 4.294
C 11.055 -4.014 -7.924
O 9.923 -3.368 -7.473
C 9.653 -3.488 -6.085
C 8.415 -2.580 -5.838
N 8.746 -1.141 -5.988
C 9.581 -0.517 -4.980
C 9.952 0.917 -5.268
O 11.221 1.175 -6.022
C 12.393 0.551 -5.594
H 10.798 -5.062 -8.077
H 11.906 -3.998 -7.243
H 11.242 -3.551 -8.893
H 10.463 -3.131 -5.449
H 9.422 -4.483 -5.705
H 7.974 -2.833 -4.874
H 7.668 -2.857 -6.582
H 9.216 -1.012 -6.872
H 10.476 -1.071 -4.698
H 9.177 -0.576 -3.970
H 9.997 1.533 -4.370
H 9.213 1.347 -5.944
H 13.321 0.624 -6.162
H 12.358 -0.501 -5.312
H 12.596 1.096 -4.673
C -2.548 -0.695 11.005
O -1.826 -1.151 9.863
C -0.795 -2.020 10.225
C 0.377 -1.507 9.392
N 0.747 -0.137 9.821
C 1.706 -0.114 10.900
C 3.108 -0.431 10.397
O 3.996 -0.793 11.459
C 5.004 -1.705 10.990
H -2.686 -1.477 11.751
H -3.477 -0.164 10.799
H -1.982 0.104 11.483
H -1.112 -3.004 9.882
H -0.529 -2.068 11.281
H 0.006 -1.533 8.368
H 1.231 -2.171 9.530
H -0.118 0.292 10.118
H 1.346 -0.817 11.651
H 1.755 0.937 11.184
H 3.453 0.312 9.677
H 3.167 -1.299 9.740
H 5.615 -1.399 10.141
H 4.688 -2.722 10.754
H 5.546 -1.920 11.911
C 0.528 10.754 4.646
O 0.963 10.573 5.980
C 0.564 11.552 6.969
C 1.877 11.882 7.800
N 1.580 12.494 9.065
C 2.646 12.772 10.008
C 3.264 14.115 9.552
O 2.357 15.221 9.466
C 2.746 16.555 9.383
H -0.524 11.033 4.582
H 0.574 9.815 4.095
H 1.098 11.542 4.154
H -0.182 11.176 7.669
H 0.002 12.397 6.569
H 2.389 12.620 7.184
H 2.381 10.923 7.923
H 0.881 13.223 9.051
H 3.448 12.035 9.980
H 2.405 12.811 11.071
H 3.939 14.145 8.697
H 3.926 14.367 10.380
H 3.401 16.755 8.535
H 3.342 16.904 10.226
H 1.925 17.266 9.289
C -0.701 1.623 1.658
O 0.359 0.982 1.006
C 0.061 -0.186 0.187
C 0.254 0.367 -1.202
N 0.144 -0.690 -2.194
C 0.994 -0.363 -3.308
C 0.581 -1.377 -4.384
O -0.575 -0.782 -5.005
C -1.217 -1.593 -6.025
H -1.700 1.462 1.254
H -0.634 2.709 1.723
H -0.707 1.263 2.687
H -0.926 -0.648 0.157
H 0.786 -0.975 0.383
H 1.260 0.771 -1.090
H -0.549 1.085 -1.371
H -0.771 -0.482 -2.568
H 2.014 -0.489 -2.944
H 0.915 0.653 -3.694
H 0.343 -2.345 -3.943
H 1.317 -1.362 -5.188
H -0.529 -1.703 -6.863
H -2.083 -1.018 -6.352
H -1.520 -2.592 -5.710
C 4.298 4.331 -10.727
O 4.629 4.620 -12.029
C 3.915 3.837 -12.994
C 4.460 4.232 -14.398
N 5.906 3.891 -14.517
C 6.371 4.623 -15.727
C 6.653 6.088 -15.591
O 7.760 6.254 -14.791
C 8.101 7.643 -14.544
H 4.623 5.133 -10.064
H 4.945 3.484 -10.499
H 3.222 4.187 -10.629
H 2.848 4.052 -13.062
H 4.210 2.791 -12.903
H 4.141 5.267 -14.522
H 3.905 3.664 -15.145
H 6.305 4.305 -13.687
H 5.786 4.379 -16.613
H 7.345 4.193 -15.960
H 5.732 6.526 -15.206
H 6.928 6.559 -16.535
H 8.572 8.130 -15.398
H 8.690 7.627 -13.627
H 7.312 8.357 -14.310
C 2.769 -11.826 -5.535
O 2.762 -12.530 -4.271
C 3.191 -13.926 -4.365
C 2.795 -14.724 -3.202
N 3.115 -16.156 -3.416
C 3.186 -16.870 -2.128
C 3.002 -18.349 -2.346
O 1.789 -18.537 -3.065
C 1.401 -19.857 -3.297
H 2.218 -12.246 -6.376
H 3.760 -11.732 -5.979
H 2.514 -10.767 -5.500
H 4.237 -14.138 -4.585
H 2.658 -14.293 -5.243
H 1.744 -14.690 -2.915
H 3.440 -14.268 -2.451
H 2.358 -16.582 -3.932
H 2.419 -16.521 -1.436
H 4.114 -16.584 -1.633
H 3.057 -18.940 -1.432
H 3.767 -18.726 -3.024
H 0.351 -19.916 -3.583
H 1.385 -20.466 -2.393
H 2.020 -20.325 -4.061
```